[1]
Below is C37H39BCl4CrGeN9O2SSe as an isolated structure, with properties calculated with ωB97M-V/def2-TZVPD.

Structure (ORCA input):
```
! wB97M-V def2-TZVPD RIJCOSX def2/J DEFGRID3
* xyz 0 2
Cr -0.34124 0.80469 0.07962
C 0.05793 2.71771 3.32317
C 0.78040 3.10587 2.07804
C 1.62620 4.21061 1.95488
C 2.06093 4.20884 0.64370
C 2.96350 5.16393 -0.06022
N 1.49793 3.15359 0.03948
N 0.71188 2.46361 0.90734
B 1.55963 2.71544 -1.42805
N 2.03381 1.25301 -1.49308
N 1.17004 0.26738 -1.12500
C 1.75052 -0.90682 -1.46925
C 1.08799 -2.24282 -1.42468
C 2.99649 -0.65014 -2.01272
C 3.13748 0.73497 -2.02424
C 4.24108 1.56239 -2.57980
N 0.12935 2.77791 -1.98088
N -0.89952 2.16473 -1.31680
C -2.03832 2.61869 -1.85882
C -3.40116 2.23613 -1.40293
C -1.73649 3.50326 -2.89093
C -0.35719 3.57327 -2.94410
C 0.51590 4.31470 -3.89656
H 0.14690 3.52628 4.04702
H -0.99582 2.53395 3.13317
H 0.48691 1.82016 3.77104
H 1.87354 4.92146 2.72466
H 3.30411 5.92474 0.63914
H 3.83685 4.65872 -0.47287
H 2.44968 5.65952 -0.88421
H 2.29705 3.41641 -2.04370
H 0.72581 -2.50696 -0.43339
H 0.25197 -2.26798 -2.12609
H 1.80148 -3.00002 -1.74799
H 3.67462 -1.36779 -2.44313
H 5.06700 0.91809 -2.87344
H 3.89038 2.09017 -3.46660
H 4.60149 2.28961 -1.85202
H -3.39050 1.44286 -0.66101
H -3.89819 3.10614 -0.96974
H -3.99856 1.90483 -2.25309
H -2.43666 3.99189 -3.54608
H -0.09537 4.71522 -4.70247
H 1.03371 5.14121 -3.40723
H 1.25949 3.64775 -4.33512
Cl 0.11482 -1.89526 -4.95095
Ge 0.17125 0.33329 -4.35953
Cl -1.24815 1.12064 -5.97872
Cl 2.16978 0.91601 -5.37540
S -2.66175 -3.06815 0.33725
C -1.53713 -1.80714 0.52784
N -1.44143 -0.94628 -0.43950
C -2.34916 -1.26016 -1.45586
C -2.52818 -0.57570 -2.65503
C -3.42693 -1.06454 -3.57544
C -4.16978 -2.22106 -3.31187
C -4.01794 -2.90748 -2.12630
C -3.09559 -2.41645 -1.20645
H -0.93662 -1.71048 1.42067
H -1.95227 0.31223 -2.86001
H -3.53192 -0.55240 -4.52298
H -4.86634 -2.58731 -4.05396
H -4.58639 -3.80445 -1.92155
Cl -3.49751 -0.62554 7.65216
C -3.27231 -0.27479 5.96703
C -4.38116 -0.03264 5.16910
C -4.19467 0.23640 3.82440
C -2.91212 0.28753 3.28725
C -1.81490 0.04364 4.10238
C -1.98894 -0.24641 5.44665
C -2.76706 0.52829 1.81498
O -3.68414 0.27219 1.06354
O -1.60158 0.99912 1.42577
H -5.37208 -0.06322 5.59962
H -5.04164 0.40419 3.17328
H -0.82035 0.07435 3.67726
H -1.14170 -0.44179 6.09001
C 0.24498 -3.29159 3.28292
N 1.31080 -3.22732 2.30226
C 1.93168 -2.10208 1.87757
Se 1.46725 -0.32423 2.07281
N 2.99239 -2.49365 1.14073
C 3.06287 -3.87360 1.07227
C 3.93086 -4.73605 0.42252
C 3.68403 -6.09167 0.56586
C 2.61352 -6.56433 1.32910
C 1.74486 -5.69852 1.97379
C 1.99210 -4.34340 1.82378
H -0.61395 -3.82599 2.87571
H -0.04793 -2.27594 3.53997
H 0.59871 -3.80781 4.17498
H 3.58126 -1.82045 0.67512
H 4.75703 -4.36915 -0.17097
H 4.33259 -6.80291 0.07332
H 2.45654 -7.63102 1.41015
H 0.91124 -6.06415 2.55747
*
```

Values from the calculation:
Frontier orbital gap (spin up / spin down) in eV: 5.620 / 6.181
Electronic energy in Ha: -9863.622239
Molecular weight in g/mol: 1030.0
LUMO energy (spin up / spin down) in Ha: -0.0535 / -0.0329
Energy relative to the best compared isomer or geometry (same formula, charge and spin) in eV: 0.9991

[2]
Below is C37H39BrFeGe2IN5O2S as an isolated structure, with properties calculated with ωB97M-V/def2-TZVPD.

Structure (ORCA input):
```
! wB97M-V def2-TZVPD RIJCOSX def2/J DEFGRID3
* xyz 1 6
Fe -0.88427 -0.47410 -0.53618
N 4.97848 -5.77747 -1.58716
C 4.27101 -4.62478 -1.36245
C 4.70246 -3.70380 -0.39646
C 3.98046 -2.55990 -0.14062
C 2.80095 -2.31622 -0.84113
C 2.36806 -3.21162 -1.81031
C 3.09273 -4.35682 -2.06994
S 1.89495 -0.86219 -0.50416
O 2.80981 0.22578 -0.33629
O 0.90145 -0.73308 -1.61528
N 0.86496 -1.04709 0.70383
C 1.27071 -0.88926 2.00513
N 2.56294 -1.00880 2.32325
C 2.88355 -0.82410 3.59541
C 1.94508 -0.54223 4.57747
C 0.63292 -0.47592 4.15353
N 0.28448 -0.64395 2.88119
H 5.91895 -5.83425 -1.23846
H 4.80407 -6.29186 -2.43214
H 5.62021 -3.89321 0.14647
H 4.31937 -1.84806 0.59858
H 1.47411 -2.99797 -2.37747
H 2.75783 -5.04451 -2.83734
H 3.93628 -0.91212 3.84163
H 2.22446 -0.39886 5.60984
H -0.17468 -0.27697 4.85073
Br -3.45983 -0.62704 -1.44057
C -4.62950 0.10513 -0.11990
C -5.88614 0.49308 -0.55667
C -6.79077 0.99674 0.36347
C -6.43052 1.10925 1.69847
C -5.16732 0.72430 2.11431
C -4.24615 0.21090 1.20579
I -2.33965 -0.25657 1.92333
H -6.15483 0.39844 -1.59969
H -7.77568 1.29890 0.03467
H -7.13307 1.50481 2.41941
H -4.89057 0.83421 3.15468
C 2.09722 2.24610 -2.93072
Ge 0.27335 2.54714 -2.29527
C -0.29270 4.39954 -2.62079
C -0.94528 1.40181 -3.32627
Ge 0.11778 2.31978 0.16865
C -1.48745 3.26877 0.73586
C -1.53243 4.07198 1.87612
C -2.70248 4.72072 2.24499
C -3.84969 4.58574 1.47402
C -3.82113 3.79798 0.33048
C -2.65292 3.14196 -0.02342
C 1.67884 3.07025 1.04293
C 1.85947 2.87632 2.41389
C 2.95917 3.40962 3.06923
C 3.89834 4.14438 2.35875
C 3.73486 4.33732 0.99466
C 2.63570 3.79883 0.34075
H 2.05547 1.78587 -3.91910
H 2.66147 1.59929 -2.26541
H 2.61961 3.19893 -3.02101
H -0.30586 4.58164 -3.69732
H 0.39818 5.10505 -2.15952
H -1.28922 4.58413 -2.22057
H -0.88667 1.74083 -4.36363
H -1.98661 1.49621 -3.02168
H -0.64149 0.35247 -3.32215
H -0.64059 4.20923 2.47755
H -2.71566 5.34488 3.12945
H -4.75956 5.09945 1.75690
H -4.70906 3.69334 -0.28102
H -2.64981 2.53512 -0.92719
H 1.13759 2.29647 2.98170
H 3.08454 3.25205 4.13307
H 4.75711 4.56387 2.86623
H 4.46729 4.90564 0.43608
H 2.53708 3.95509 -0.72697
C -0.68491 -6.81253 -1.66705
C -0.83505 -5.34843 -1.39119
C -0.77785 -4.84482 -0.09556
C -0.92317 -3.49000 0.12369
N -1.11626 -2.61220 -0.86605
C -1.17803 -3.09077 -2.11230
C -1.05129 -4.43056 -2.41526
H 0.03882 -7.26506 -0.99043
H -0.36683 -6.99180 -2.69270
H -1.63888 -7.32279 -1.52031
H -0.60932 -5.50211 0.74723
H -0.86799 -3.08146 1.12446
H -1.32488 -2.36442 -2.90497
H -1.10616 -4.74960 -3.44778
*
```

Values from the calculation:
Frontier orbital gap (spin up / spin down) in eV: 7.169 / 6.676
Electronic energy in Ha: -10544.855876
Molecular weight in g/mol: 1025.7
LUMO energy (spin up / spin down) in Ha: -0.0724 / -0.1352
Energy relative to the best compared isomer or geometry (same formula, charge and spin) in eV: 0.5827

[3]
Below is C37H39CrN7P2S4Sb as an isolated structure, with properties calculated with ωB97M-V/def2-TZVPD.

Structure (ORCA input):
```
! wB97M-V def2-TZVPD RIJCOSX def2/J DEFGRID3
* xyz 1 3
Cr 1.16943 0.46151 0.24157
C -3.79094 -1.10491 6.94579
S -2.02993 -1.39049 6.69062
C -2.08530 -2.85299 5.61397
C -1.24152 -2.70829 4.35658
C -1.73394 -1.58828 3.45797
N -0.84092 -1.35933 2.29667
P 0.31494 -0.09956 2.33016
C -0.68564 1.39928 2.63774
C -2.00351 1.47169 2.18995
C -2.71743 2.65711 2.29194
C -2.11628 3.78642 2.82704
C -0.79816 3.72968 3.26082
C -0.08596 2.54545 3.16263
C 1.27596 -0.34992 3.83387
C 2.51383 -0.98018 3.70806
C 3.28940 -1.21013 4.83476
C 2.83939 -0.80030 6.08277
C 1.61386 -0.16002 6.21080
C 0.83527 0.06934 5.08776
P -1.09215 -2.07323 0.80404
C -0.09732 -3.55376 0.72583
C -0.29819 -4.44779 -0.32710
C 0.43555 -5.61843 -0.38863
C 1.37567 -5.89864 0.59606
C 1.57876 -5.01328 1.64361
C 0.84157 -3.83937 1.71251
C -2.79721 -2.63940 0.76026
C -3.15292 -3.84596 1.36756
C -4.47857 -4.24284 1.39534
C -5.45527 -3.44406 0.81337
C -5.10672 -2.25178 0.19809
C -3.78009 -1.84646 0.17212
H -3.88436 -0.20783 7.55400
H -4.25792 -1.93154 7.47699
H -4.30485 -0.93560 6.00108
H -3.12989 -3.02861 5.35031
H -1.74374 -3.71740 6.18275
H -1.28109 -3.65728 3.81188
H -0.19499 -2.53802 4.61976
H -1.80873 -0.65273 4.01770
H -2.73749 -1.81742 3.09191
H -2.48013 0.59751 1.76121
H -3.74377 2.69604 1.95270
H -2.67424 4.70874 2.90989
H -0.32336 4.60778 3.67557
H 0.94070 2.51231 3.50760
H 2.86268 -1.29050 2.72766
H 4.24563 -1.70568 4.73796
H 3.44574 -0.97840 6.95996
H 1.26096 0.15600 7.18208
H -0.12369 0.55790 5.19401
H -1.03171 -4.23217 -1.09642
H 0.27986 -6.31035 -1.20434
H 1.95061 -6.81310 0.54514
H 2.31240 -5.23382 2.40638
H 1.00285 -3.14881 2.52925
H -2.39286 -4.48519 1.79921
H -4.75055 -5.17955 1.86127
H -6.48917 -3.75965 0.83114
H -5.86579 -1.64000 -0.26914
H -3.50419 -0.92158 -0.31632
S 2.50648 -0.58669 -3.76029
Sb 2.15356 -2.03339 -2.14532
S -0.75722 -0.79758 -0.72188
S 2.86859 -1.12400 -0.07317
N 5.58047 1.13413 1.33833
C 5.53004 2.44701 1.64030
N 6.68016 3.09303 1.88066
N 4.40639 3.14064 1.73174
C 3.34751 2.44370 1.42076
N 2.44825 1.77484 1.13073
H 6.45499 0.66481 1.18810
H 4.73675 0.64082 1.07588
H 7.56814 2.62771 1.89491
H 6.62753 4.05991 2.14831
N 0.62346 3.19940 -2.94573
C 0.29508 2.21524 -2.08712
N 1.33225 1.68575 -1.48729
C 2.43743 2.36730 -2.00225
C 3.79872 2.17188 -1.78250
C 4.67504 2.98556 -2.46244
C 4.22176 3.97016 -3.36340
C 2.87850 4.14812 -3.61377
C 2.00710 3.31957 -2.91278
H -0.01818 3.70813 -3.52809
H -0.72582 1.90039 -1.93689
H 4.12958 1.36461 -1.14340
H 5.73944 2.84993 -2.32806
H 4.94320 4.58278 -3.88480
H 2.52720 4.87962 -4.32653
*
```

Values from the calculation:
Frontier orbital gap (spin up / spin down) in eV: 6.910 / 6.508
Electronic energy in Ha: -5376.823784
Molecular weight in g/mol: 945.7
LUMO energy (spin up / spin down) in Ha: -0.0980 / -0.0961
Energy relative to the best compared isomer or geometry (same formula, charge and spin) in eV: 0.0000